Record 1
C24H40Cl2N4O5Re as an isolated structure in a non-equilibrium geometry. Source: the Open Molecules 2025 dataset; level of theory: ωB97M-V/def2-TZVPD.

Output
* HOMO energy (alpha / beta): -18.98 / -18.97 eV
* ⟨S²⟩: 3.76
* energy above the lowest of the compared OMol25 structures with the same formula, charge and spin: 82.7 kJ/mol
* M: 721.7 g/mol
* frontier orbital gap (alpha / beta): 6.8 / 5.4 eV
* strongest force on any atom: 2.669 eV/Å
* E_LUMO (alpha / beta): -0.448 / -0.500 Eh

Structure (ORCA input):
```
! RIJCOSX wB97M-V def2-TZVPD def2/J DEFGRID3
* xyz 4 4
Re 8.286 7.631 11.267
C 6.007 7.453 8.901
O 6.744 8.253 9.862
C 6.052 9.462 10.325
C 7.145 10.252 11.023
O 7.754 9.400 12.077
C 7.111 9.479 13.348
C 6.829 8.098 13.930
O 6.720 7.237 12.757
C 6.360 5.886 13.168
H 5.543 8.143 8.215
H 5.234 6.830 9.371
H 6.729 6.916 8.316
H 5.288 9.155 11.026
H 5.529 9.989 9.503
H 6.771 11.161 11.517
H 7.964 10.540 10.390
H 6.162 9.981 13.081
H 7.655 10.201 14.024
H 5.884 8.104 14.457
H 7.659 7.776 14.573
H 7.208 5.400 13.579
H 5.932 5.337 12.360
H 5.559 5.918 13.906
C 9.473 9.957 7.841
N 10.594 9.050 8.153
C 11.767 9.300 7.298
C 12.896 8.401 7.665
C 12.364 7.010 8.003
N 11.386 7.098 9.068
C 11.684 6.277 10.220
C 10.556 8.113 9.032
O 9.628 8.259 9.991
H 9.679 10.897 8.289
H 8.581 9.484 8.195
H 9.482 10.014 6.750
H 11.983 10.383 7.365
H 11.447 9.125 6.245
H 13.412 8.685 8.573
H 13.594 8.374 6.852
H 13.196 6.413 8.338
H 11.875 6.497 7.189
H 12.672 6.602 10.600
H 11.852 5.241 9.925
H 10.908 6.383 10.955
Cl 8.689 4.727 7.681
C 7.711 4.395 9.041
Cl 8.535 5.301 10.651
H 7.682 3.381 9.472
H 6.774 4.910 8.998
C 12.957 8.502 15.807
N 12.013 8.639 14.616
N 11.144 7.638 14.290
C 10.580 7.988 13.104
O 9.493 7.282 12.688
C 11.113 9.214 12.699
C 12.009 9.601 13.664
C 12.996 10.754 13.761
C 10.754 6.590 15.146
C 10.555 5.324 14.597
C 10.119 4.323 15.406
C 10.108 4.484 16.763
C 10.253 5.768 17.266
C 10.481 6.852 16.478
H 12.594 9.157 16.610
H 13.893 8.899 15.386
H 12.992 7.472 16.056
H 10.743 9.715 11.826
H 12.727 11.436 13.023
H 14.072 10.476 13.651
H 13.086 11.234 14.747
H 10.709 5.233 13.533
H 9.851 3.379 14.973
H 10.004 3.661 17.449
H 10.171 5.948 18.360
H 10.515 7.887 16.861
*
```

=====

Record 2
A 2-piece molecular cluster, CH4ClPS2 overall in a non-equilibrium geometry. Source: the Open Molecules 2025 dataset; level of theory: ωB97M-V/def2-TZVPD.

Output
* HOMO energy (alpha / beta): -9.57 / -8.72 eV
* energy above the lowest of the compared OMol25 structures with the same formula, charge and spin: 310.9 kJ/mol
* M: 146.6 g/mol
* frontier orbital gap (alpha / beta): 7.4 / 5.9 eV
* strongest force on any atom: 2.102 eV/Å
* E_LUMO (alpha / beta): -0.081 / -0.103 Eh

Structure (ORCA input):
```
! RIJCOSX wB97M-V def2-TZVPD def2/J DEFGRID3
* xyz 0 1
C 0.889 -0.136 0.646
P -0.756 -0.994 0.284
S -0.853 -2.708 1.229
S -0.855 2.719 -0.601
Cl -0.626 -1.218 -1.718
H 1.525 -0.559 -0.188
H 0.810 0.926 0.555
H 1.314 -0.458 1.640
H -1.448 2.428 -1.847
*
```

=====

Record 3
A 5-piece molecular cluster, C36H62B2F12IO13 overall in a non-equilibrium geometry. Source: the Open Molecules 2025 dataset; level of theory: ωB97M-V/def2-TZVPD.

Output
* HOMO energy: -4.48 eV
* energy above the lowest of the compared OMol25 structures with the same formula, charge and spin: 0.0 kJ/mol
* M: 1079.4 g/mol
* frontier orbital gap: 6.4 eV
* strongest force on any atom: 1.727 eV/Å
* E_LUMO: 0.069 Eh

Structure (ORCA input):
```
! RIJCOSX wB97M-V def2-TZVPD def2/J DEFGRID3
* xyz -1 1
C 5.563 -4.424 3.740
C 4.503 -3.793 2.818
C 5.074 -2.704 1.902
C 3.991 -1.855 1.235
C 4.570 -0.646 0.476
C 4.891 0.520 1.421
C 5.547 1.728 0.719
C 4.930 3.098 1.046
C 4.630 3.354 2.538
C 3.300 4.082 2.796
C 2.062 3.531 2.065
C 0.940 2.963 2.968
C -0.417 3.515 2.564
C -1.628 3.049 3.379
C -1.534 1.635 3.967
B -1.562 0.448 2.828
O -2.711 -0.546 3.030
C -3.022 -0.957 1.778
O -1.960 -1.764 1.168
B -2.016 -3.124 1.345
O -1.407 -3.738 2.439
O -2.695 -3.939 0.414
C -3.060 0.358 0.991
C -2.956 0.230 -0.510
I -2.964 2.228 -1.336
C -4.014 -0.637 -1.172
C -3.666 -0.991 -2.617
O -1.862 0.967 1.446
H 6.351 -3.707 3.999
H 5.096 -4.739 4.682
H 6.011 -5.324 3.306
H 3.729 -3.333 3.445
H 4.053 -4.588 2.209
H 5.743 -2.062 2.489
H 5.669 -3.192 1.116
H 3.310 -1.493 2.014
H 3.438 -2.506 0.548
H 5.483 -0.968 -0.046
H 3.821 -0.300 -0.247
H 5.557 0.160 2.217
H 3.959 0.818 1.920
H 5.493 1.570 -0.367
H 6.611 1.755 0.990
H 5.659 3.853 0.718
H 4.044 3.253 0.421
H 4.658 2.432 3.128
H 5.411 4.016 2.936
H 3.100 4.091 3.875
H 3.454 5.123 2.478
H 2.332 2.771 1.322
H 1.627 4.363 1.498
H 0.942 1.869 2.867
H 1.151 3.184 4.025
H -0.339 4.611 2.665
H -0.587 3.318 1.497
H -2.501 3.095 2.715
H -1.809 3.790 4.176
H -0.673 1.519 4.641
H -2.421 1.507 4.609
H -0.482 -0.178 2.869
H -3.958 -1.539 1.745
H -0.487 -3.449 2.513
H -2.105 -4.150 -0.319
H -3.873 1.004 1.361
H -1.958 -0.155 -0.734
H -4.964 -0.105 -1.130
H -4.074 -1.562 -0.583
H -3.574 -0.082 -3.226
H -2.679 -1.474 -2.638
H -4.403 -1.657 -3.072
C 0.500 4.197 -4.946
C 0.104 2.771 -4.639
O 1.155 1.843 -5.009
C 2.167 1.736 -4.162
O 2.332 2.314 -3.125
C 3.167 0.679 -4.691
F 3.422 0.859 -5.995
F 2.659 -0.552 -4.532
F 4.316 0.751 -4.026
H 0.774 4.299 -5.997
H -0.335 4.865 -4.732
H 1.354 4.504 -4.343
H -0.758 2.471 -5.223
H -0.148 2.644 -3.585
C 6.532 -11.222 4.586
C 5.756 -10.244 5.439
O 6.594 -9.162 5.902
C 6.822 -8.192 5.026
O 6.418 -8.111 3.900
C 7.689 -7.096 5.685
F 8.721 -7.629 6.355
F 6.954 -6.394 6.562
F 8.165 -6.255 4.776
H 7.400 -11.596 5.131
H 5.896 -12.065 4.319
H 6.884 -10.750 3.670
H 5.394 -10.719 6.348
H 4.900 -9.833 4.906
C -6.430 1.342 -7.272
C -6.353 2.603 -6.439
O -4.996 3.094 -6.330
C -4.563 3.744 -7.394
O -5.150 3.923 -8.426
C -3.164 4.360 -7.122
F -2.302 3.509 -6.544
F -3.299 5.418 -6.306
F -2.618 4.781 -8.257
H -5.770 0.578 -6.861
H -7.452 0.963 -7.270
H -6.131 1.530 -8.303
H -6.671 2.398 -5.426
H -6.983 3.395 -6.844
C -7.699 4.189 -0.224
C -9.120 3.964 -0.693
O -9.152 3.227 -1.939
C -8.984 1.918 -1.825
O -8.838 1.280 -0.822
C -9.021 1.260 -3.224
F -8.287 1.956 -4.110
F -10.281 1.218 -3.690
F -8.561 0.019 -3.167
H -7.116 4.688 -0.999
H -7.700 4.810 0.672
H -7.204 3.247 0.011
H -9.616 4.906 -0.918
H -9.713 3.435 0.052
*
```

=====

Q: The lowest M belongs to which entry?
A: CH4ClPS2

=====

Q: Which of these has the highest energy above the lowest of the compared OMol25 structures with the same formula, charge and spin?
A: CH4ClPS2

=====

Q: The lowest M belongs to which entry?
A: CH4ClPS2